Molecular formula: CH4N2O2
Method: DFT, ωB97M-V with the def2-TZVPD basis set

Properties
Kohn-Sham gap (alpha / beta) in eV: 8.692 / 9.375
Molar mass in g mol⁻¹: 76.1
ΔE to the lowest compared entry with this formula, charge and spin in kcal per mole: 156.2
Maximum force in hartree/bohr: 0.10842
Net charge: 0

Each line ends with the Mulliken charge.
Positions of all 9 atoms, in Å:
C: 2.147 -0.463 -0.261  0.020
N: -1.723 0.783 0.055  -0.443
N: -0.293 -1.210 0.028  -0.298
O: 2.175 0.579 0.312  -0.300
O: -0.863 -0.220 0.707  -0.097
H: 2.861 -0.971 -0.773  0.308
H: -2.637 0.872 0.455  0.268
H: -1.174 1.553 0.393  0.268
H: -0.493 -0.922 -0.917  0.274

=====

Molecular formula: CH4N2O2
Method: DFT, ωB97M-V with the def2-TZVPD basis set

Properties
Kohn-Sham gap (alpha / beta) in eV: 9.265 / 9.273
Molar mass in g mol⁻¹: 76.1
ΔE to the lowest compared entry with this formula, charge and spin in kcal per mole: 136.8
Maximum force in hartree/bohr: 0.11578
Net charge: 0

Each line ends with the Mulliken charge.
Positions of all 9 atoms, in Å:
C: 1.378 0.235 -0.004  -0.606
N: -2.404 -0.794 -0.029  -0.472
N: -1.139 0.173 0.063  0.775
O: -1.227 1.371 0.094  -0.518
O: 0.071 -0.464 0.101  -0.262
H: 1.963 -0.005 0.811  0.287
H: 1.263 1.231 0.079  0.347
H: 1.986 -0.060 -0.943  0.236
H: -1.891 -1.687 -0.171  0.214

=====

Molecular formula: CH4N2O2S
Method: DFT, ωB97M-V with the def2-TZVPD basis set

Properties
Kohn-Sham gap in eV: 11.061
Molar mass in g mol⁻¹: 108.1
ΔE to the lowest compared entry with this formula, charge and spin in kcal per mole: 35.0
Maximum force in hartree/bohr: 0.08972
Net charge: 0

Each line ends with the Mulliken charge.
Positions of all 10 atoms, in Å:
C: -0.729 0.633 0.528  0.064
N: -1.678 0.548 -0.266  -0.492
N: 0.777 -0.868 -1.111  -0.480
O: 1.026 -1.099 1.399  -0.590
O: 1.987 0.925 0.325  -0.572
S: 0.947 -0.070 0.336  0.998
H: -0.904 0.957 1.668  0.263
H: -2.589 0.811 0.050  0.271
H: 1.010 -0.230 -1.890  0.277
H: 0.151 -1.607 -1.038  0.261

=====

Molecular formula: CH4N2O2S
Method: DFT, ωB97M-V with the def2-TZVPD basis set

Properties
Kohn-Sham gap in eV: 9.409
Molar mass in g mol⁻¹: 108.1
ΔE to the lowest compared entry with this formula, charge and spin in kcal per mole: 109.1
Maximum force in hartree/bohr: 0.07086
Net charge: 0

Each line ends with the Mulliken charge.
Positions of all 10 atoms, in Å:
C: 0.098 -0.889 -0.109  -0.085
N: -0.714 -1.195 0.751  -0.472
N: 1.706 1.115 -0.364  -0.274
O: 1.693 0.957 -1.762  -0.408
O: 1.139 0.610 1.807  -0.490
S: 1.739 -0.174 0.761  0.457
H: 0.004 -0.622 -1.236  0.342
H: -1.813 -1.157 0.803  0.262
H: 0.680 1.268 -0.338  0.333
H: 2.524 1.384 -2.039  0.334